No. 1
Density functional theory data (wB97M-V/def2-TZVPD) for a cluster of 2 separate species, C7H7I3Si in total.

Atoms and positions in Å:
C1 0.37 -1.53 0.96
C2 0.00 -0.27 1.39
C3 1.06 -1.65 -0.26
C4 0.28 0.86 0.63
C5 1.46 -0.55 -0.96
C6 1.18 0.78 -0.49
C7 1.80 1.88 -1.01
Si1 -2.68 0.10 0.02
I1 -2.93 -2.37 0.12
I2 -3.96 1.19 1.87
I3 -3.63 0.93 -2.16
H1 0.14 -2.40 1.54
H2 -0.57 -0.16 2.30
H3 1.29 -2.64 -0.63
H4 0.00 1.84 0.99
H5 2.04 -0.66 -1.87
H6 1.62 2.87 -0.62
H7 2.52 1.78 -1.80

The orbital gap (alpha / beta) is 6.7 / 5.5 eV. Its lowest unoccupied orbital energy (alpha / beta) is -0.039 / -0.079 Eh. The net charge is 0. The energy above the lowest of the compared OMol25 structures with the same formula, charge and spin comes out at 25.3 kcal per mole.

Atomic partial charges in e from the Löwdin method, atoms 1 to 5:
1. C -0.17
2. C -0.21
3. C -0.09
4. C -0.10
5. C -0.04

***

No. 2
Density functional theory data (wB97M-V/def2-TZVPD) for the molecule C7H7IO2.

Atoms and positions in Å:
O1 -0.65 -2.15 0.32
C1 0.08 -0.96 0.00
C2 -0.57 0.34 0.15
C3 0.07 1.64 0.17
C4 -0.92 2.54 0.28
O2 -2.16 1.93 0.26
C5 -1.92 0.68 0.25
I1 -3.48 -0.58 -0.13
C6 1.58 -0.92 0.35
C7 1.16 -1.07 -1.10
H1 -0.39 -2.70 1.15
H2 1.19 1.75 0.27
H3 -0.88 3.60 0.00
H4 2.02 -1.83 0.80
H5 2.22 0.02 0.54
H6 1.26 -0.22 -1.71
H7 1.37 -2.06 -1.60

The orbital gap is 8.8 eV. Its lowest unoccupied orbital energy is 0.025 Eh. The net charge is 0. The energy above the lowest of the compared OMol25 structures with the same formula, charge and spin comes out at 63.1 kcal per mole.

Atomic partial charges in e from the Löwdin method, atoms 1 to 5:
1. O -0.08
2. C -0.45
3. C -0.19
4. C -0.02
5. C -0.11

***

No. 3
Density functional theory data (wB97M-V/def2-TZVPD) for a structure of composition C7H7IrN2O6.

Atoms and positions in Å:
O1 -0.59 -1.04 3.09
C1 -0.69 0.01 2.57
Ir1 -0.51 -0.55 -1.40
C2 1.04 0.59 -1.73
O2 2.00 1.24 -1.91
C3 -1.01 -1.70 -2.98
O3 -1.08 -2.13 -4.04
C4 -1.79 0.77 -0.93
O4 -2.74 1.39 -0.67
C5 0.17 -1.91 -0.21
O5 0.53 -2.91 0.25
H1 -0.69 0.65 1.55
C6 1.97 3.18 2.91
N1 2.82 2.19 2.27
C7 2.38 1.25 1.38
N2 3.43 0.54 0.79
O6 1.21 1.11 0.98
H2 0.92 3.02 2.62
H3 2.33 4.17 2.59
H4 2.11 3.13 3.99
H5 3.82 2.28 2.36
H6 3.04 -0.20 0.22
H7 4.25 0.41 1.36

The orbital gap (alpha / beta) is 5.0 / 5.9 eV. Its lowest unoccupied orbital energy (alpha / beta) is -0.433 / -0.599 Eh. The net charge is +3. As for the expectation value of S²: 8.77. As for the spin multiplicity: 6. The energy above the lowest of the compared OMol25 structures with the same formula, charge and spin comes out at 1.3 kcal per mole.

Atomic partial charges in e from the Löwdin method, atoms 1 to 5:
1. O 0.10
2. C -0.04
3. Ir 1.39
4. C -0.16
5. O 0.24